{"formula": "C50H63ClGeMoN4O2P2S", "method": "ωB97M-V/def2-TZVPD", "species": ["Mo", "N", "C", "C", "N", "H", "H", "H", "H", "H", "H", "H", "H", "C", "S", "C", "C", "C", "N", "P", "C", "C", "C", "C", "C", "C", "C", "C", "C", "C", "C", "C", "P", "C", "C", "C", "C", "C", "C", "C", "C", "C", "C", "C", "C", "H", "H", "H", "H", "H", "H", "H", "H", "H", "H", "H", "H", "H", "H", "H", "H", "H", "H", "H", "H", "H", "H", "H", "H", "H", "H", "H", "H", "H", "C", "Ge", "C", "C", "C", "H", "H", "H", "H", "H", "H", "H", "H", "H", "H", "Cl", "C", "H", "H", "C", "C", "C", "C", "C", "C", "N", "C", "C", "C", "C", "C", "C", "C", "O", "O", "C", "C", "H", "H", "H", "H", "H", "H", "H", "H", "H", "H", "H", "H", "H", "H"], "positions_angstrom": [[-0.057993, -0.046939, 0.041927], [1.688492, -1.409333, -0.237831], [1.572743, -2.843751, -0.657078], [0.845312, -3.702260, 0.371143], [-0.547545, -3.318389, 0.526074], [2.374628, -0.943341, -0.821999], [2.072672, -1.415697, 0.701903], [2.577471, -3.241962, -0.796659], [1.054911, -2.891569, -1.612544], [1.342138, -3.582796, 1.334101], [0.971345, -4.745098, 0.077740], [-0.893422, -3.463153, 1.466607], [-1.154605, -3.787228, -0.128426], [3.979256, 7.134622, -2.956350], [2.321284, 6.638718, -3.461223], [1.939250, 5.547336, -2.071865], [0.548837, 4.948864, -2.231321], [0.213965, 4.028516, -1.056978], [1.053911, 2.827209, -0.986339], [1.558748, 1.806307, 1.018932], [3.317735, 1.767589, 0.438972], [3.892555, 2.816121, -0.278654], [5.222551, 2.777727, -0.676146], [6.003392, 1.664237, -0.402683], [5.445913, 0.601297, 0.295239], [4.125704, 0.666316, 0.724611], [1.246505, 3.410633, 1.875928], [-0.020587, 3.608180, 2.426474], [-0.327392, 4.756350, 3.143954], [0.635380, 5.740927, 3.322074], [1.904173, 5.552626, 2.792995], [2.212750, 4.393718, 2.083802], [0.639285, 1.425856, -1.779179], [-0.518979, 1.877819, -3.148426], [-0.136344, 2.027784, -4.481253], [-1.040842, 2.491881, -5.432807], [-2.338446, 2.825234, -5.068600], [-2.737503, 2.675082, -3.746867], [-1.837569, 2.193348, -2.806054], [2.084772, 0.875838, -2.768907], [3.085618, 1.761806, -3.149979], [4.134166, 1.336123, -3.956208], [4.193717, 0.016586, -4.392305], [3.185135, -0.873490, -4.042743], [2.135575, -0.438920, -3.238505], [4.363345, 7.819532, -3.712645], [4.639814, 6.267330, -2.893966], [3.951733, 7.646950, -1.993258], [2.007135, 6.121780, -1.142959], [2.693346, 4.756924, -2.044469], [0.490810, 4.404008, -3.175118], [-0.194078, 5.753380, -2.275622], [-0.863600, 3.822870, -1.070029], [0.388645, 4.605067, -0.152037], [3.275558, 3.664342, -0.540707], [5.642600, 3.614865, -1.226240], [7.038347, 1.625691, -0.723748], [6.045778, -0.268622, 0.534787], [3.746756, -0.147474, 1.330656], [-0.783415, 2.858820, 2.289002], [-1.320813, 4.882417, 3.560648], [0.402165, 6.641504, 3.880321], [2.670165, 6.306343, 2.941840], [3.220251, 4.258915, 1.718991], [0.870580, 1.786458, -4.793496], [-0.723166, 2.599843, -6.463869], [-3.036231, 3.197844, -5.811381], [-3.753312, 2.920512, -3.453499], [-2.154543, 2.066330, -1.779567], [3.025758, 2.793292, -2.811163], [4.911225, 2.037639, -4.246542], [5.020404, -0.315057, -5.009606], [3.210626, -1.896950, -4.402582], [1.313171, -1.112634, -3.014078], [-4.585790, 0.626882, -1.253319], [-3.269417, -0.720485, -1.765926], [-3.902537, -2.365055, -0.904676], [-3.449599, -0.956043, -3.696099], [-1.380230, -0.623921, -1.316499], [-5.514999, 0.325194, -1.751211], [-4.336536, 1.640854, -1.580982], [-4.754557, 0.631088, -0.176605], [-4.997314, -2.395908, -0.943092], [-3.589080, -2.381768, 0.145197], [-3.514241, -3.259349, -1.404663], [-4.498317, -1.169856, -3.937991], [-2.834475, -1.793538, -4.044257], [-3.140297, -0.052458, -4.231904], [-0.921947, -1.277879, -2.086742], [3.309706, 1.609647, 3.738625], [1.958698, 0.954359, 2.723159], [1.063146, 1.062944, 3.317635], [2.137612, -0.109934, 2.648467], [-0.727906, -2.441427, 8.406896], [-0.735143, -1.358716, 7.351446], [0.389012, -0.554043, 7.183293], [0.403830, 0.454996, 6.231160], [-0.718182, 0.680486, 5.450895], [-1.840132, -0.131250, 5.597698], [-3.003743, 0.087462, 4.817877], [-3.005682, 0.741437, 3.588731], [-3.909344, 1.785202, 3.368268], [-3.918785, 2.492141, 2.177382], [-3.010887, 2.185136, 1.179232], [-2.147713, 1.129871, 1.388673], [-2.124887, 0.368276, 2.557249], [-1.247524, -0.875934, 2.638213], [-1.594014, -1.855357, 3.258783], [-0.123532, -0.809480, 1.946877], [-1.856404, -1.165848, 6.535937], [-3.070857, -2.058918, 6.618498], [0.171751, -2.371794, 9.018930], [-0.751877, -3.440388, 7.960920], [-1.593867, -2.360758, 9.068330], [1.262726, -0.721694, 7.807195], [1.283601, 1.077698, 6.104366], [-0.736991, 1.503136, 4.743556], [-3.869150, 0.106800, 5.324562], [-4.592779, 2.056968, 4.167804], [-4.617736, 3.309626, 2.036885], [-2.972337, 2.760722, 0.261401], [-1.507937, 0.950034, 0.543524], [-3.452056, -2.255367, 5.614115], [-3.880462, -1.604165, 7.204480], [-2.836436, -3.013538, 7.085497]], "atomic_forces_ev_per_a": [[-0.22, -1.35, -1.58], [-0.48, -0.36, 0.01], [-0.09, 0.19, 0.11], [-0.24, 0.33, 0.08], [0.14, -0.07, -0.05], [0.13, 0.06, -0.12], [0.08, 0.02, 0.17], [0.11, -0.04, -0.07], [-0.07, 0.10, -0.07], [0.04, 0.00, 0.11], [0.14, -0.18, -0.07], [0.03, 0.13, -0.01], [-0.06, -0.06, -0.06], [-0.02, 0.00, -0.03], [0.03, 0.02, -0.01], [0.00, 0.04, -0.14], [0.03, 0.07, 0.06], [0.33, -0.14, -0.33], [-0.64, -0.36, -0.15], [1.15, 0.11, 1.27], [-0.03, 0.18, -0.12], [0.02, 0.02, 0.09], [-0.07, 0.01, -0.03], [-0.01, -0.06, 0.02], [-0.05, 0.09, -0.04], [0.02, -0.07, 0.02], [-0.06, 0.04, -0.08], [0.07, 0.05, -0.05], [0.06, 0.02, -0.01], [0.01, -0.01, -0.01], [0.03, -0.10, -0.05], [-0.06, 0.00, 0.01], [0.37, 1.17, -0.37], [-0.20, -0.03, 0.11], [-0.06, -0.02, 0.04], [0.00, -0.02, 0.05], [0.05, 0.01, -0.04], [0.07, -0.03, 0.07], [0.14, 0.11, -0.08], [-0.09, -0.16, -0.16], [0.02, 0.12, 0.04], [0.04, -0.01, 0.00], [-0.02, 0.06, 0.05], [-0.08, 0.08, 0.09], [-0.01, 0.03, -0.09], [0.00, -0.04, 0.06], [-0.01, 0.06, 0.00], [0.03, -0.02, -0.05], [-0.01, -0.04, 0.01], [-0.10, 0.07, 0.00], [-0.03, -0.03, -0.03], [0.05, 0.00, 0.00], [0.02, -0.07, -0.03], [0.01, 0.04, 0.25], [0.05, -0.07, 0.10], [-0.04, -0.05, 0.07], [-0.06, 0.00, 0.02], [-0.03, 0.02, -0.01], [0.04, 0.03, -0.03], [-0.07, -0.05, 0.01], [0.04, -0.04, -0.03], [0.02, -0.07, -0.06], [-0.04, -0.07, -0.01], [0.03, -0.02, -0.05], [0.05, 0.00, 0.03], [-0.01, -0.01, 0.06], [0.06, -0.04, 0.06], [0.09, -0.01, -0.01], [-0.03, -0.02, 0.02], [0.02, -0.18, -0.06], [-0.09, -0.08, 0.04], [-0.04, 0.02, 0.01], [-0.02, 0.08, 0.03], [0.06, -0.02, 0.04], [-0.05, 0.26, 0.03], [-0.06, -0.18, -0.03], [-0.05, -0.16, 0.14], [-0.02, -0.02, -0.27], [0.85, -0.15, 1.11], [0.11, 0.07, 0.08], [-0.09, -0.17, 0.09], [-0.02, 0.02, -0.05], [0.14, -0.05, 0.00], [-0.05, -0.02, -0.15], [-0.03, 0.13, 0.08], [0.19, 0.03, -0.02], [-0.10, 0.11, 0.04], [-0.06, -0.15, 0.05], [0.04, 0.16, 0.05], [-0.19, 0.01, -0.21], [0.09, 0.40, -0.22], [-0.21, 0.01, 0.17], [0.03, -0.19, -0.07], [0.02, 0.05, -0.08], [-0.05, -0.07, 0.08], [0.02, -0.02, -0.01], [0.00, -0.01, -0.01], [-0.05, 0.03, -0.01], [-0.08, 0.00, -0.10], [0.27, 0.07, -0.15], [0.09, -0.14, 0.17], [-0.05, 0.10, -0.04], [-0.16, 0.08, 0.15], [-0.02, 0.13, -0.10], [-0.36, -0.15, 0.78], [0.08, -0.06, -0.19], [0.43, 0.03, -0.38], [-0.02, 0.00, 0.03], [-0.66, 0.07, 0.45], [-0.06, -0.11, 0.02], [0.07, 0.08, 0.01], [-0.03, 0.00, -0.03], [0.00, 0.07, 0.01], [0.04, 0.00, -0.03], [-0.10, 0.02, -0.06], [-0.07, -0.04, 0.01], [0.01, -0.04, 0.01], [-0.12, 0.08, 0.08], [0.08, -0.01, -0.07], [0.04, -0.07, 0.04], [-0.01, -0.08, 0.08], [-0.49, 0.45, -0.51], [0.03, 0.01, 0.04], [0.06, -0.02, -0.05], [0.00, 0.03, -0.01]], "lowdin_spin": [1.86, 0.02, 0.01, 0.00, 0.02, 0.00, 0.00, 0.00, 0.00, 0.00, 0.00, 0.00, 0.00, 0.00, 0.00, 0.00, 0.00, 0.00, 0.04, 0.02, 0.01, 0.00, 0.00, 0.00, 0.00, 0.00, 0.00, 0.00, 0.00, 0.00, 0.00, 0.00, 0.02, 0.00, 0.00, 0.00, 0.00, 0.00, 0.00, 0.00, 0.00, 0.00, 0.00, 0.00, 0.00, 0.00, 0.00, 0.00, 0.00, 0.00, 0.00, 0.00, 0.00, 0.00, 0.00, 0.00, 0.00, 0.00, 0.00, 0.00, 0.00, 0.00, 0.00, 0.00, 0.00, 0.00, 0.00, 0.00, 0.00, 0.00, 0.00, 0.00, 0.00, 0.00, 0.00, -0.01, -0.01, 0.00, -0.11, 0.00, 0.00, 0.00, 0.00, 0.00, 0.00, 0.00, 0.00, 0.00, 0.02, 0.00, 0.00, 0.00, 0.00, 0.00, 0.00, 0.00, 0.00, 0.00, 0.00, 0.00, 0.00, 0.00, 0.00, 0.00, 0.00, 0.01, 0.01, 0.00, 0.06, 0.00, 0.00, 0.00, 0.00, 0.00, 0.00, 0.00, 0.00, 0.00, 0.00, 0.00, 0.00, 0.01, 0.00, 0.00, 0.00], "fmax_ev_per_a": 2.1, "lumo_ev": [0.4, -0.4], "orbital_gap_ev": [7.42, 6.73], "multiplicity": 3, "e_above_lowest_ev": 1.932, "s_squared": 2.080}